{"formula": "CH2N4", "method": "wB97M-V/def2-TZVPD", "de_lowest_kcal_mol": 13.7, "lumo_ev": 0.88, "charge": 0, "smiles": "N=C=N.N#N", "homo_energy_ev": -9.67, "mol_weight_g_mol": 70.1, "homo_lumo_gap_ha": 0.3877, "e_tot_ev": -7029.3533, "symbols": ["N", "C", "N", "H", "H", "N", "N"], "positions_angstrom": [[1.031843, 0.945940, 0.159119], [0.013303, 0.323424, 0.177641], [-0.748771, -0.600780, -0.009090], [1.891427, 0.978642, 0.632892], [-1.678417, -0.418084, -0.262652], [-3.546825, -0.327769, 0.056554], [-4.084138, 0.633211, 0.072224]], "atomic_forces_ev_per_a": [[-0.28, 1.14, -0.57], [2.08, -1.10, -0.30], [-0.40, -0.22, 0.04], [0.44, 0.25, 0.83], [-1.14, -0.16, -0.05], [-1.49, 1.65, 0.03], [0.79, -1.55, 0.01]]}